No. 1
This record from the OMol25 dataset describes a single C6H14NO4P molecule in a non-equilibrium geometry. The level of theory is the ωB97M-V functional and the def2-TZVPD basis.

Each line ends with the natural charge from an NBO analysis.
CARTESIAN COORDINATES (ANGSTROEM)
H  -3.2377  1.5536  1.0285  0.19
H  2.3272  -2.2615  -1.1387  0.21
O  -0.6151  0.1099  1.3297  -1.08
H  1.8839  -2.0074  0.4317  0.21
H  -3.6713  2.5222  -0.3431  0.19
H  -2.2636  3.0205  0.4329  0.20
P  -1.2056  0.0994  0.0101  2.51
H  -1.4027  -2.8289  0.2943  0.18
O  -1.8476  1.4646  -0.6679  -0.78
C  -2.8180  2.1222  0.1859  -0.28
N  1.8513  0.6566  -0.3139  -0.27
H  0.5803  -2.2671  -0.7836  0.23
H  3.5761  1.3682  0.6462  0.22
H  1.7004  2.6737  0.4597  0.20
H  -2.3033  -2.0782  1.5692  0.20
O  -2.2860  -1.1177  -0.3727  -0.79
C  1.2411  -0.3504  -0.9440  0.33
C  -2.2547  -2.2640  0.5275  -0.25
H  3.8998  0.1367  -0.6310  0.22
C  1.5046  -1.8057  -0.5488  -0.67
C  1.4005  1.8871  -0.2193  -0.38
H  3.2303  -0.3207  0.9750  0.21
O  -0.0762  -0.1748  -1.1998  -0.79
H  -3.1665  -2.7389  0.1752  0.20
C  3.2415  0.4010  0.1239  -0.41
H  0.7113  2.1995  -1.0268  0.20

Summary:
**HOMO energy (spin up / spin down)**: -6.35 / -6.32 eV
**Largest force on an atom**: 4.94 eV/A
**Energy above the lowest of the compared OMol25 structures with the same formula, charge and spin**: 17.10 kcal per mole
**LUMO energy (spin up / spin down)**: 0.83 / 0.86 eV
**Charge**: 0


No. 2
This record from the OMol25 dataset describes a single C5H8N2 molecule in a non-equilibrium geometry. The level of theory is the ωB97M-V functional and the def2-TZVPD basis.

Each line ends with the natural charge from an NBO analysis.
CARTESIAN COORDINATES (ANGSTROEM)
N  -1.0329  -2.8834  0.4175  -0.31
H  -0.8974  -0.1746  1.9175  0.23
C  -0.2471  1.4814  -0.1150  -0.21
C  1.2928  -0.4671  -0.7736  -0.62
H  1.3691  -1.5382  -0.5608  0.23
H  1.3158  0.4939  1.1786  0.21
H  -0.0536  1.8158  -1.1399  0.19
C  0.6141  0.2901  0.3637  -0.21
N  -1.4956  0.7187  0.1148  -0.61
H  0.7274  -0.3588  -1.7068  0.21
C  -0.7347  -0.3154  0.8433  -0.16
H  -0.2228  2.3520  0.5478  0.19
H  2.3027  -0.0842  -0.9495  0.22
H  -1.9914  0.4092  -0.7083  0.37
C  -0.9466  -1.7394  0.5707  0.27

Summary:
**SMILES**: C[C@H]1CN[C@H]1C#N
**HOMO energy**: -9.45 eV
**Largest force on an atom**: 1.12 eV/A
**Energy above the lowest of the compared OMol25 structures with the same formula, charge and spin**: 34.03 kcal per mole
**LUMO energy**: 0.91 eV
**Charge**: 0


No. 3
This record from the OMol25 dataset describes a molecular structure, C17H13BBr2F4HoN5OS in a non-equilibrium geometry. The level of theory is the ωB97M-V functional and the def2-TZVPD basis.

Each line ends with the Löwdin spin population.
CARTESIAN COORDINATES (ANGSTROEM)
F  -1.4611  0.2328  2.8777  0.00
B  -2.0187  0.5549  1.6663  0.00
C  -1.2037  2.2892  -3.6327  0.00
F  -1.8412  -0.6259  0.7798  0.00
H  2.0834  0.2306  5.9088  0.00
C  1.4116  -0.9820  4.2756  0.00
H  -0.3325  -3.1607  3.8228  0.00
C  -0.6099  1.7084  -2.4991  0.00
Br  -1.2255  4.1209  -5.8583  0.00
H  2.2208  1.9527  1.9885  0.00
C  0.6932  2.1113  -2.0322  0.00
C  0.7396  3.6985  -3.8832  0.00
H  0.3763  -5.2801  -1.2040  0.00
Br  3.0174  3.7151  -2.1926  0.00
N  0.7832  -2.2340  0.9349  -0.01
H  -2.9681  2.2507  -4.8695  0.00
C  -2.4360  0.3335  -2.1388  0.00
H  -2.8937  -0.4359  -1.5286  0.00
N  1.5246  0.0261  2.1226  0.00
F  -1.1388  1.5322  1.0173  0.00
H  1.1544  -1.8305  4.8906  0.00
C  1.9313  0.1744  4.8386  0.00
C  0.7436  -2.2631  2.2215  0.00
C  0.3507  -3.4566  3.0248  0.00
Ho  0.2089  -0.0377  0.0571  4.03
H  2.6573  2.1667  4.4323  0.00
N  -1.2456  0.7375  -1.7766  0.00
O  1.2049  1.5312  -0.9622  -0.01
C  1.2286  -1.0290  2.9027  0.00
N  0.4507  -4.4203  -1.7190  0.00
C  1.3214  3.1048  -2.7386  0.00
S  0.6438  -1.8126  -1.9916  -0.01
H  -0.1296  -4.1905  2.3877  0.00
C  -2.4867  1.8239  -4.0003  0.00
H  0.3742  -4.4147  -2.7180  0.00
H  -4.0843  0.4908  -3.5216  0.00
C  2.0161  1.1347  2.6698  0.00
C  2.2502  1.2505  4.0302  0.00
C  0.5480  -3.2596  -1.0377  0.00
N  0.5220  -3.3990  0.2774  0.00
F  -3.3040  0.9513  1.6769  0.00
H  1.2233  -3.9254  3.4880  0.00
H  1.2853  4.4738  -4.4020  0.00
C  -0.4838  3.3041  -4.3238  0.00
C  -3.1016  0.8571  -3.2614  0.00

Summary:
**HOMO energy (spin up / spin down)**: -7.95 / -7.96 eV
**Largest force on an atom**: 1.33 eV/A
**Energy above the lowest of the compared OMol25 structures with the same formula, charge and spin**: 0.00 kcal per mole
**Expectation value of S²**: 6.00
**LUMO energy (spin up / spin down)**: -0.65 / -0.65 eV
**2S+1**: 5
**Charge**: 0


No. 4
This record from the OMol25 dataset describes a molecular structure, C28H21CdClN7O5S2. The level of theory is the ωB97M-V functional and the def2-TZVPD basis.

Each line ends with the natural charge from an NBO analysis.
CARTESIAN COORDINATES (ANGSTROEM)
C  -1.8089  4.1547  0.9054  -0.21
H  3.6522  -1.6154  -3.9993  0.18
N  0.4283  -0.1799  3.5769  -0.45
N  -2.5888  1.9861  0.1223  -0.20
C  1.9901  -1.1538  -5.2304  -0.31
C  -1.6868  3.0895  0.0310  0.12
C  0.6523  -5.7660  1.5208  -0.17
C  -0.9074  5.2034  0.8137  -0.21
C  0.0716  -0.2481  -4.0905  -0.25
H  3.4594  -0.8191  1.5258  0.22
C  2.6480  -1.2034  -4.0202  -0.17
H  -0.9883  6.0397  1.4958  0.21
C  0.2217  4.0845  -0.9919  -0.22
S  0.4095  2.1002  4.6135  0.25
C  3.5489  -0.8404  0.4533  -0.08
N  0.5031  -1.1101  2.5835  -0.32
O  -6.0548  -1.0254  0.2759  -0.69
H  0.8222  -3.8139  -1.2260  0.20
C  2.8606  -0.8007  -1.6006  0.39
Cd  0.1706  -0.5798  0.3261  1.70
H  -0.9459  0.1223  -4.0946  0.21
H  2.4707  -1.5007  -6.1346  0.20
C  0.6278  -4.7388  2.4476  -0.23
S  1.1182  1.6546  1.6724  -0.39
O  -6.6737  1.0461  -0.1993  -0.62
H  -5.1982  -1.5644  0.4184  0.50
C  0.8255  3.7540  4.0345  -0.77
H  -0.5866  2.1551  -1.5446  0.26
H  0.8477  3.7500  2.9454  0.26
H  0.6091  -6.7979  1.8452  0.21
C  -4.3683  0.6695  0.1110  -0.28
H  1.0247  4.0447  -1.7159  0.21
H  0.6763  -2.5512  4.0261  0.18
C  0.6688  -3.4239  1.9940  0.16
H  0.7356  -6.2178  -0.5868  0.22
N  4.2228  -0.8446  -1.6154  -0.53
N  2.4400  -0.7952  -0.3524  -0.57
O  -3.9030  -2.2827  0.5728  -0.71
C  2.0595  -0.7771  -2.8234  -0.24
N  -2.1171  0.7448  0.3083  -0.26
N  0.7499  -3.1234  0.6971  -0.45
C  0.6835  -0.6557  -5.2500  -0.21
Cl  -4.7858  3.4188  -0.2956  0.07
H  0.1404  -0.6021  -6.1866  0.20
H  0.5619  -4.9401  3.5087  0.21
O  0.0690  0.0883  -1.7791  -0.87
C  4.6693  -0.8710  -0.3119  -0.11
H  0.0552  4.4423  4.3788  0.21
H  -2.5909  4.1531  1.6528  0.23
H  5.7143  -0.8882  -0.0622  0.21
C  -0.6815  3.0358  -0.9196  -0.15
C  0.1079  5.1682  -0.1323  -0.21
C  -5.7991  0.2458  0.0468  0.78
O  -1.7140  -1.9129  0.4105  -0.80
C  0.7703  -4.1098  -0.1838  0.08
H  0.8190  5.9824  -0.1906  0.21
H  1.7958  4.0614  4.4200  0.21
H  4.7945  -0.7972  -2.4384  0.41
C  -2.9078  -1.5408  0.4416  0.79
C  0.6444  1.0546  3.1904  -0.07
C  -3.9319  1.9762  -0.0024  0.17
C  0.7237  -5.4505  0.1745  -0.26
C  0.6219  -2.3201  2.9631  0.04
C  -3.1616  -0.0591  0.2967  0.05
C  0.7144  -0.3049  -2.8230  0.40

Summary:
**HOMO energy**: -5.04 eV
**Largest force on an atom**: 0.26 eV/A
**Energy above the lowest of the compared OMol25 structures with the same formula, charge and spin**: 0.00 kcal per mole
**LUMO energy**: 2.15 eV
**Charge**: -1